ORCA calculation (ωB97M-V/def2-TZVPD) on C32H36BaF3N2O5Sb as an isolated structure.

Element x y z (Å)
Ba 0.814 -0.349 0.385
O -0.974 3.010 -1.149
C 0.367 3.276 -1.465
C 1.327 3.217 -0.274
N 1.842 1.885 -0.019
C 2.838 1.357 -1.098
C 2.475 0.096 -2.139
O 2.819 0.275 -3.299
O 2.013 -0.995 -1.657
C 2.389 1.754 1.413
C 1.274 1.840 2.576
O 1.628 2.329 3.650
O 0.176 1.326 2.259
H -1.094 2.032 -1.160
H 0.414 4.295 -1.866
H 0.702 2.595 -2.258
H 0.795 3.518 0.631
H 2.153 3.927 -0.459
H 3.725 0.997 -0.566
H 3.123 2.186 -1.745
H 3.195 2.469 1.599
H 2.820 0.740 1.543
C -4.402 1.367 0.651
C -5.164 0.216 0.774
C -4.559 -0.941 1.230
C -3.198 -0.922 1.554
N -2.464 0.183 1.412
C -3.052 1.287 0.979
C -2.500 -2.129 2.077
C -3.175 -2.918 3.011
C -2.587 -4.072 3.507
C -1.331 -4.421 3.040
C -0.685 -3.602 2.112
C -1.207 -2.407 1.577
H -4.818 2.301 0.300
H -6.216 0.217 0.508
H -5.109 -1.869 1.318
H -2.412 2.157 0.883
H -4.151 -2.612 3.374
H -3.095 -4.675 4.253
H -0.847 -5.325 3.403
H 0.298 -3.948 1.805
C 6.133 -1.258 -0.541
C 4.984 -2.206 -0.843
Sb 3.437 -2.256 0.694
C 2.603 -4.113 0.042
C 3.536 -5.312 -0.012
C 4.852 -3.011 2.208
C 5.279 -1.927 3.184
H 7.007 -1.497 -1.154
H 6.447 -1.308 0.504
H 5.855 -0.225 -0.756
H 5.342 -3.234 -0.920
H 4.484 -1.952 -1.778
H 2.187 -3.885 -0.942
H 1.760 -4.323 0.696
H 4.380 -5.151 -0.684
H 2.996 -6.193 -0.369
H 3.944 -5.550 0.973
H 5.710 -3.439 1.684
H 4.351 -3.821 2.745
H 5.723 -1.069 2.673
H 6.015 -2.302 3.902
H 4.424 -1.547 3.746
F -2.684 -1.857 -8.975
C -1.477 -1.392 -8.574
F -0.573 -2.350 -8.894
F -1.195 -0.344 -9.400
C -1.443 -1.028 -7.131
C -0.219 -0.901 -6.479
C -0.168 -0.569 -5.141
C -1.350 -0.358 -4.408
C -2.573 -0.477 -5.085
C -2.623 -0.808 -6.426
C -1.294 -0.054 -3.021
C -1.160 0.154 -1.820
H 0.706 -1.068 -7.017
H 0.780 -0.483 -4.625
H -3.487 -0.316 -4.530
H -3.581 -0.901 -6.919

Calculated values
- 2S+1 = 1
- E_tot (Ha) = -2292.0293
- total charge = -2
- highest occupied orbital energy (eV) = -1.81
- LUMO energy (eV) = 4.042
- Kohn-Sham gap (eV) = 5.86
- relative energy (zero: lowest compared OMol25 entry of this formula, charge and spin) (eV) = 2.598

Atomic partial charges in e from the Löwdin method, atoms 1 to 6:
1. Ba 1.761
2. O -0.109
3. C -0.260
4. C -0.193
5. N -0.371
6. C -0.074